Entry from the Open Molecules 2025 dataset: a cluster of 3 separate species, C4H16N2O2 in total in a non-equilibrium geometry (ωB97M-V/def2-TZVPD).

Atoms and positions in Å:
C 0.890 -1.551 -1.421
C 1.433 -1.264 -0.018
C 1.460 0.195 0.281
C 1.324 1.292 2.474
N 0.700 0.852 1.422
N -0.646 -1.913 -1.352
H 0.917 -0.723 -2.132
H 1.319 -2.509 -1.883
H 0.771 -1.736 0.726
H 2.408 -1.781 -0.120
H 2.486 0.506 0.411
H 1.588 0.792 -0.606
H 2.450 1.231 2.566
H 0.784 1.995 3.089
H -0.396 0.810 1.299
H -0.764 -2.774 -0.620
H -1.116 -2.143 -2.189
H -1.177 -1.053 -0.909
H -2.605 -0.114 0.891
H -2.267 1.128 0.006
O -1.875 0.279 0.337
H -3.308 2.889 -0.447
H -1.971 2.930 -1.329
O -2.408 2.662 -0.476

Calculated values
Energy above the lowest of the compared OMol25 structures with the same formula, charge and spin (eV): 2.288
Charge: +2
LUMO level (eV): -7.956
Frontier orbital gap (Ha): 0.404